Entry 1:
The following is a quantum chemistry calculation of one molecule with the formula CClNO2S2 in a non-equilibrium geometry, from the Open Molecules 2025 dataset.

Last column: natural (NBO) charge in e.
Cartesian coordinates (Å):
C: -1.107 -0.144 0.241  0.078
N: 2.540 0.333 0.648  -0.795
O: -0.097 0.525 0.746  -0.654
O: 1.012 -0.023 -1.405  -0.833
S: -1.171 -1.698 -0.116  0.111
S: 1.333 0.155 -0.035  2.039
Cl: -2.510 0.853 -0.079  0.055

Cartesian forces (eV/Å) of the 2 atoms listed first:
-2.826 -1.005 -0.846
1.771 0.189 1.914

## Properties
LUMO (eV): -1.673
SMILES: N#S(=O)OC(=S)Cl
Gap between HOMO and LUMO (eV): 8.519
Max |F| (eV Å⁻¹): 3.1
2S+1: 1
HOMO (eV): -10.19
Relative energy (zero: lowest compared OMol25 entry of this formula, charge and spin) (kJ/mol): 273.6

=====

Entry 2:
The following is a quantum chemistry calculation of an isolated ion of composition CClNO3P and charge -1 in a non-equilibrium geometry, from the Open Molecules 2025 dataset.

Last column: natural (NBO) charge in e.
Cartesian coordinates (Å):
C: 0.537 -1.111 0.072  0.822
N: 0.475 -0.016 -0.427  -0.829
O: 0.377 1.189 1.765  -1.146
O: -1.055 2.512 -0.024  -1.085
O: 0.688 -2.229 -0.248  -0.549
P: 0.021 1.512 0.347  2.168
Cl: 1.640 2.058 -0.605  -0.381

Cartesian forces (eV/Å) of the 2 atoms listed first:
0.021 -0.778 -4.567
-3.229 1.681 1.772

## Properties
LUMO (eV): 3.460
SMILES: O=C=N[P@](=O)([O-])Cl
Gap between HOMO and LUMO (eV): 9.003
Max |F| (eV Å⁻¹): 4.6
2S+1: 1
HOMO (eV): -5.54
Relative energy (zero: lowest compared OMol25 entry of this formula, charge and spin) (kJ/mol): 203.1
Charge: -1

=====

Entry 3:
The following is a quantum chemistry calculation of one molecule with the formula CF2N2S in a non-equilibrium geometry, from the Open Molecules 2025 dataset.

Last column: natural (NBO) charge in e.
Cartesian coordinates (Å):
C: 1.361 0.257 0.103  0.302
N: 0.388 -0.098 0.886  -0.768
N: 2.002 0.564 -0.807  -0.338
F: -1.774 -1.378 0.475  -0.463
F: -1.409 1.073 -0.376  -0.484
S: -0.567 -0.418 -0.281  1.751

Cartesian forces (eV/Å) of the 2 atoms listed first:
2.833 1.327 -1.848
-2.376 -1.685 1.402

## Properties
LUMO (eV): -1.091
Gap between HOMO and LUMO (eV): 10.125
Max |F| (eV Å⁻¹): 4.5
2S+1: 1
HOMO (eV): -11.22
Relative energy (zero: lowest compared OMol25 entry of this formula, charge and spin) (kJ/mol): 0.0

=====

The highest max |F| belongs to which entry? CClNO3P